(A)
Computed, not measured: 4 unconnected molecules or ions with the total composition C4H14O3, with the ωB97M-V functional and the def2-TZVPD basis.

Geometry (Å):
C (-2.07, 2.43, -0.08)
C (-2.23, 0.93, -0.03)
C (-1.36, 0.15, -0.67)
C (-1.32, -1.35, -0.65)
H (-2.05, 2.84, 0.93)
H (-2.90, 2.86, -0.64)
H (-1.13, 2.72, -0.57)
H (-3.22, 0.59, 0.26)
H (-0.62, 0.57, -1.35)
H (-0.30, -1.64, -0.38)
H (-1.34, -1.76, -1.63)
H (-2.10, -1.76, -0.02)
O (3.04, 0.26, -0.54)
H (3.96, 0.56, -0.54)
H (3.14, -0.69, -0.68)
O (1.56, -0.07, 1.68)
H (0.61, 0.10, 1.73)
H (1.86, 0.38, 0.86)
O (2.30, -2.34, 0.44)
H (2.21, -3.18, 0.87)
H (1.94, -1.62, 1.00)

HOMO: -9.11 eV
LUMO: 0.0283 Ha
multiplicity: 1
HOMO-LUMO gap: 9.879 eV


(B)
Computed, not measured: 3 unconnected molecules or ions with the total composition C4H14O3, with the ωB97M-V functional and the def2-TZVPD basis.

Geometry (Å):
C (1.86, -0.40, 1.12)
C (0.66, 0.24, 0.38)
C (-0.16, 1.21, 1.19)
C (-1.56, 1.53, 0.67)
O (-1.46, 1.94, -0.73)
H (1.85, -0.10, 2.17)
H (2.76, -0.05, 0.59)
H (1.91, -1.48, 1.07)
H (1.10, 0.65, -0.54)
H (-0.09, -0.43, -0.09)
H (-0.17, 0.92, 2.25)
H (0.30, 2.22, 1.35)
H (-1.87, 2.52, 0.99)
H (-2.31, 0.75, 0.74)
H (-1.34, 1.21, -1.35)
O (-1.02, -0.64, -2.87)
H (-0.23, -0.37, -3.35)
H (-1.82, -0.21, -3.19)
O (0.56, -3.05, -0.49)
H (1.11, -3.71, -0.04)
H (-0.08, -2.73, 0.14)

HOMO: -10.04 eV
LUMO: 0.0253 Ha
multiplicity: 1
HOMO-LUMO gap: 10.724 eV


(C)
Computed, not measured: 4 unconnected molecules or ions with the total composition C4H14O3, with the ωB97M-V functional and the def2-TZVPD basis.

Geometry (Å):
C (2.46, -0.95, -0.09)
C (1.56, -0.71, 1.05)
C (1.07, 0.52, 1.35)
C (0.20, 0.64, 2.66)
H (3.52, -0.68, 0.13)
H (1.98, -0.53, -1.00)
H (2.44, -1.93, -0.46)
H (1.32, -1.55, 1.66)
H (1.48, 1.31, 0.69)
H (-0.69, -0.01, 2.52)
H (0.65, 0.29, 3.55)
H (-0.10, 1.67, 2.85)
O (-0.06, -0.50, -2.83)
H (0.42, -0.44, -1.93)
H (0.71, -0.68, -3.44)
O (-4.77, 0.21, -1.95)
H (-3.95, -0.13, -1.54)
H (-5.25, 0.25, -1.06)
O (-1.36, 0.93, -0.58)
H (-1.15, 1.17, -1.53)
H (-0.48, 1.13, -0.05)

HOMO: -9.63 eV
LUMO: 0.0226 Ha
multiplicity: 1
HOMO-LUMO gap: 10.250 eV


Which structure loses on stability? (C) does.


(A)
Computed, not measured: 4 unconnected molecules or ions with the total composition C4H14O3, with the ωB97M-V functional and the def2-TZVPD basis.

Geometry (Å):
C (0.30, 3.22, -1.93)
C (-0.16, 1.98, -2.07)
C (-0.09, 0.94, -0.97)
C (0.66, -0.34, -1.42)
H (0.33, 3.96, -2.71)
H (0.73, 3.51, -0.97)
H (-0.62, 1.70, -3.02)
H (-1.09, 0.71, -0.63)
H (0.46, 1.40, -0.14)
H (-0.07, -1.08, -1.77)
H (1.08, -0.72, -0.49)
H (1.34, -0.08, -2.22)
O (-2.86, 0.25, 2.03)
H (-3.72, 0.16, 2.42)
H (-2.39, -0.58, 2.17)
O (2.24, -2.67, 2.62)
H (2.78, -3.36, 2.22)
H (2.51, -2.78, 3.52)
O (-0.66, -1.84, 1.34)
H (0.17, -2.29, 1.54)
H (-0.95, -2.09, 0.49)

HOMO: -9.30 eV
LUMO: 0.0179 Ha
multiplicity: 1
HOMO-LUMO gap: 9.785 eV


(B)
Computed, not measured: 4 unconnected molecules or ions with the total composition C4H14O3, with the ωB97M-V functional and the def2-TZVPD basis.

Geometry (Å):
C (-1.27, -0.24, 2.15)
C (-0.89, 0.55, 1.15)
C (0.39, 1.33, 1.13)
C (-1.81, 0.72, -0.03)
H (-2.17, -0.84, 2.06)
H (-0.77, -0.26, 3.12)
H (0.27, 2.26, 0.57)
H (0.73, 1.54, 2.13)
H (1.16, 0.76, 0.61)
H (-2.86, 0.65, 0.26)
H (-1.77, 1.70, -0.51)
H (-1.65, -0.02, -0.82)
O (0.16, -2.26, -0.17)
H (0.99, -1.84, 0.06)
H (-0.43, -1.98, 0.55)
O (0.43, -0.59, -2.37)
H (0.14, -1.27, -1.73)
H (0.68, -1.08, -3.16)
O (2.99, 0.22, -1.29)
H (2.40, -0.28, -1.89)
H (3.27, 0.95, -1.86)

HOMO: -9.44 eV
LUMO: 0.0232 Ha
multiplicity: 1
HOMO-LUMO gap: 10.069 eV


(C)
Computed, not measured: 4 unconnected molecules or ions with the total composition C4H14O3, with the ωB97M-V functional and the def2-TZVPD basis.

Geometry (Å):
C (3.31, -0.73, -3.61)
C (2.81, 0.50, -2.92)
C (2.81, 0.57, -1.59)
C (2.89, 1.82, -0.74)
H (3.21, -0.72, -4.70)
H (3.09, -1.70, -3.17)
H (4.41, -0.69, -3.65)
H (2.20, 1.19, -3.49)
H (2.68, -0.29, -0.94)
H (3.77, 1.70, -0.15)
H (2.80, 2.76, -1.29)
H (2.02, 1.80, -0.07)
O (-3.54, -2.25, 1.63)
H (-3.35, -2.14, 2.57)
H (-2.95, -2.98, 1.41)
O (-2.55, -0.80, 4.13)
H (-2.92, -0.18, 3.47)
H (-2.47, -0.16, 4.85)
O (-3.42, 1.27, 1.31)
H (-3.40, 0.90, 0.42)
H (-2.92, 2.08, 1.27)

HOMO: -8.57 eV
LUMO: 0.0207 Ha
multiplicity: 1
HOMO-LUMO gap: 9.130 eV


(D)
Computed, not measured: 4 unconnected molecules or ions with the total composition C4H14O3, with the ωB97M-V functional and the def2-TZVPD basis.

Geometry (Å):
C (-2.46, 0.96, -2.04)
C (-2.12, 0.52, -0.63)
C (-0.88, 0.53, -0.17)
C (-0.52, 0.24, 1.27)
H (-3.43, 1.45, -2.08)
H (-1.78, 1.75, -2.37)
H (-2.48, 0.15, -2.76)
H (-2.99, 0.39, 0.00)
H (-0.10, 1.05, -0.73)
H (-1.38, 0.01, 1.89)
H (-0.04, 1.12, 1.70)
H (0.27, -0.52, 1.38)
O (2.74, -0.46, 0.21)
H (2.77, -0.75, -0.71)
H (1.91, -0.88, 0.50)
O (0.03, -2.36, -1.18)
H (-0.71, -2.89, -1.47)
H (-0.32, -1.53, -0.83)
O (3.55, 0.36, 2.94)
H (3.52, 0.14, 2.00)
H (4.44, 0.71, 3.06)

HOMO: -9.70 eV
LUMO: 0.0276 Ha
multiplicity: 1
HOMO-LUMO gap: 10.453 eV


Which structure loses on stability? (C) does.


(A)
Computed, not measured: 2 unconnected molecules or ions with the total composition H2N2O3S, with the ωB97M-V functional and the def2-TZVPD basis.

Geometry (Å):
N (1.20, -0.18, -0.23)
N (-2.95, 0.25, -0.19)
O (-2.84, -0.91, 0.05)
O (-1.85, 1.00, -0.13)
O (3.51, -0.29, 0.49)
S (2.56, 0.53, -0.19)
H (-0.93, 0.52, -0.22)
H (1.30, -0.93, 0.41)

HOMO: -10.32 eV
LUMO: -0.0512 Ha
multiplicity: 1
HOMO-LUMO gap: 8.924 eV


(B)
Computed, not measured: H2N2O3S in the gas phase, with the ωB97M-V functional and the def2-TZVPD basis.

Geometry (Å):
N (-0.76, -1.62, 0.53)
N (0.06, 1.30, 0.19)
O (1.68, -1.15, 0.22)
O (0.08, -0.17, -1.39)
O (1.08, 1.92, 0.33)
S (0.33, -0.74, -0.06)
H (-1.62, -1.33, 0.34)
H (-0.86, 1.79, -0.16)

HOMO (alpha / beta): -10.78 / -10.78 eV
LUMO (alpha / beta): -0.0671 / -0.0671 Ha
multiplicity: 1
HOMO-LUMO gap (alpha / beta): 8.957 / 8.957 eV


Which structure loses on stability? (B) does.


(A)
Computed, not measured: H2N2O3S in the gas phase, with the ωB97M-V functional and the def2-TZVPD basis.

Geometry (Å):
N (-0.14, -0.51, -0.18)
N (3.04, 0.33, 0.11)
O (2.44, 0.78, 1.05)
O (4.06, 0.67, -0.38)
O (2.49, -0.75, -0.51)
S (0.91, -1.68, 0.39)
H (-0.28, -0.42, -1.15)
H (-0.15, 0.32, 0.29)

HOMO: -10.53 eV
LUMO: -0.0489 Ha
multiplicity: 1
HOMO-LUMO gap: 9.199 eV


(B)
Computed, not measured: 2 unconnected molecules or ions with the total composition H2N2O3S, with the ωB97M-V functional and the def2-TZVPD basis.

Geometry (Å):
N (1.19, -0.05, -0.19)
N (0.28, 0.82, -0.41)
O (0.71, 2.36, -0.09)
O (-2.39, -0.31, 1.06)
O (-0.84, -1.54, -0.31)
S (-1.86, -0.56, -0.27)
H (2.01, 0.34, 0.26)
H (0.89, -1.06, -0.05)

HOMO (alpha / beta): -10.20 / -10.20 eV
LUMO (alpha / beta): -0.0529 / -0.0529 Ha
multiplicity: 1
HOMO-LUMO gap (alpha / beta): 8.765 / 8.766 eV


(C)
Computed, not measured: H2N2O3S in the gas phase, with the ωB97M-V functional and the def2-TZVPD basis.

Geometry (Å):
N (0.71, 1.11, 0.53)
N (0.02, -2.03, -1.27)
O (-0.76, -0.93, -0.31)
O (0.55, -1.58, -2.12)
O (-1.88, 0.27, 1.39)
S (-1.08, 0.45, 0.29)
H (0.96, 1.20, 1.47)
H (1.48, 1.52, 0.01)

HOMO: -8.66 eV
LUMO: -0.0562 Ha
multiplicity: 1
HOMO-LUMO gap: 7.127 eV


Which structure loses on stability? (C) does.


(A)
Computed, not measured: H2N2O3S in the gas phase, with the ωB97M-V functional and the def2-TZVPD basis.

Geometry (Å):
N (0.15, 0.53, -0.24)
N (-2.68, -0.60, 0.09)
O (-2.86, -1.53, -0.62)
O (-2.78, -0.40, 1.24)
O (-2.22, 2.03, 0.01)
S (-1.85, 0.91, -0.84)
H (0.16, -0.01, 0.65)
H (0.73, 0.31, -0.94)

HOMO: -10.45 eV
LUMO: -0.0334 Ha
multiplicity: 1
HOMO-LUMO gap: 9.537 eV


(B)
Computed, not measured: H2N2O3S in the gas phase, with the ωB97M-V functional and the def2-TZVPD basis.

Geometry (Å):
N (1.05, 0.31, -0.86)
N (1.72, -1.67, -0.29)
O (1.36, -2.40, 0.54)
O (2.71, 1.50, 0.60)
O (2.59, -0.78, 0.36)
S (2.66, 0.61, -0.53)
H (1.03, 0.62, -1.83)
H (0.33, 0.66, -0.33)

HOMO: -10.11 eV
LUMO: 0.0099 Ha
multiplicity: 1
HOMO-LUMO gap: 10.378 eV


(C)
Computed, not measured: H2N2O3S in the gas phase, with the ωB97M-V functional and the def2-TZVPD basis.

Geometry (Å):
N (1.52, 0.13, 0.10)
N (-1.39, -0.75, -0.32)
O (-0.33, 1.69, -0.53)
O (-2.33, -1.47, -0.17)
O (-1.08, -0.01, 0.82)
S (0.27, 1.09, 0.59)
H (1.56, 0.05, -0.94)
H (1.79, -0.72, 0.46)

HOMO: -10.19 eV
LUMO: 0.0044 Ha
multiplicity: 1
HOMO-LUMO gap: 10.311 eV


(D)
Computed, not measured: H2N2O3S in the gas phase, with the ωB97M-V functional and the def2-TZVPD basis.

Geometry (Å):
N (-1.01, -0.47, 0.03)
S (-2.87, -0.04, -0.02)
O (-3.37, -0.62, 1.20)
O (-3.52, -0.44, -1.21)
N (-1.72, 1.46, 0.14)
O (-1.71, 2.13, -0.82)
H (-0.38, -1.14, -0.40)
H (-0.77, -0.02, 0.91)

HOMO: -10.02 eV
LUMO: -0.0376 Ha
multiplicity: 1
HOMO-LUMO gap: 8.994 eV


Which structure loses on stability? (A) does.


(A)
Computed, not measured: 2 unconnected molecules or ions with the total composition CH3N2OPS, with the ωB97M-V functional and the def2-TZVPD basis.

Geometry (Å):
C (-0.93, -0.15, -2.23)
N (-1.24, -0.99, -2.94)
N (-0.75, 0.46, 1.28)
O (1.30, -0.99, 0.66)
P (0.48, 0.31, 0.09)
S (1.50, 1.98, 0.11)
H (-1.62, 0.62, 0.83)
H (-0.91, -0.26, 1.89)
H (2.19, -0.96, 0.31)

HOMO (alpha / beta): -10.21 / -10.21 eV
LUMO (alpha / beta): -0.1102 / -0.1102 Ha
multiplicity: 1
HOMO-LUMO gap (alpha / beta): 7.214 / 7.213 eV


(B)
Computed, not measured: 2 unconnected molecules or ions with the total composition CH3N2OPS, with the ωB97M-V functional and the def2-TZVPD basis.

Geometry (Å):
C (0.35, -0.92, -1.17)
N (0.96, -1.68, -1.71)
N (0.16, 0.09, 1.24)
O (0.29, 1.65, -0.92)
P (-0.55, 0.40, -0.28)
S (-2.85, -1.67, 0.58)
H (-0.42, -0.19, 2.11)
H (0.80, 0.88, 1.47)
H (1.26, 1.45, -1.33)

HOMO (alpha / beta): -9.64 / -9.51 eV
LUMO (alpha / beta): -0.1053 / -0.0998 Ha
multiplicity: 1
HOMO-LUMO gap (alpha / beta): 6.779 / 6.798 eV


Which structure loses on stability? (B) does.